# 1
{"formula": "C22H15Cl3MnN6O3", "method": "ωB97M-V/def2-TZVPD", "elements": ["Mn", "C", "C", "C", "C", "C", "C", "N", "C", "C", "C", "C", "C", "N", "C", "C", "C", "C", "C", "C", "N", "H", "H", "H", "H", "H", "H", "H", "H", "H", "H", "H", "H", "H", "H", "H", "O", "N", "C", "C", "N", "C", "N", "Cl", "C", "Cl", "Cl", "C", "O", "O"], "xyz": [[-0.2294, 0.4041, -0.3854], [-1.9235, -0.0739, -3.1465], [-1.1648, -1.2830, -2.7140], [-1.2829, -2.4790, -3.4257], [-0.5939, -3.6038, -3.0127], [0.2003, -3.5160, -1.8797], [0.2701, -2.3126, -1.1908], [-0.3973, -1.2072, -1.6168], [0.9994, -2.1471, 0.0676], [1.6936, -3.1374, 0.7557], [2.2600, -2.8244, 1.9822], [2.1395, -1.5442, 2.4992], [1.4253, -0.5969, 1.7707], [0.8948, -0.9134, 0.5806], [1.0947, 0.7696, 2.1811], [1.4076, 1.3018, 3.4243], [0.9858, 2.5866, 3.7368], [0.2740, 3.3000, 2.7920], [-0.0311, 2.7189, 1.5582], [-0.8653, 3.4637, 0.5745], [0.3810, 1.4764, 1.2607], [-2.4240, -0.2650, -4.0916], [-1.2674, 0.7928, -3.2543], [-2.6735, 0.1833, -2.3930], [-1.9230, -2.5151, -4.2933], [-0.6792, -4.5347, -3.5531], [0.7512, -4.3701, -1.5258], [1.7647, -4.1396, 0.3692], [2.7697, -3.5884, 2.5475], [2.5659, -1.3085, 3.4598], [1.9636, 0.7174, 4.1369], [1.2005, 3.0162, 4.7034], [-0.0703, 4.3016, 3.0004], [-0.9069, 4.5156, 0.8394], [-1.8805, 3.0568, 0.5784], [-0.4854, 3.3647, -0.4426], [0.3280, 1.7215, -1.6824], [1.3429, 2.4096, -2.0587], [2.5264, 1.8763, -2.2032], [2.7320, 0.5130, -1.8889], [2.7113, -0.5845, -1.5429], [3.6284, 2.6656, -2.6052], [4.5476, 3.2761, -2.9104], [-3.7118, -0.5394, 3.2729], [-3.9588, -0.2288, 1.5520], [-4.9808, 1.1819, 1.3119], [-4.7022, -1.6609, 0.8013], [-2.5883, -0.1025, 0.8687], [-2.4144, 0.7510, -0.0312], [-1.7038, -0.8880, 1.2231]], "total_charge": 1, "spin_multiplicity": 5, "lumo_ev": [-5.372, -4.581], "orbital_gap_ev": [7.13, 7.96]}

***

# 2
{"formula": "C22H15CuF2NO14", "method": "ωB97M-V/def2-TZVPD", "elements": ["Cu", "C", "C", "C", "O", "C", "C", "C", "O", "O", "O", "H", "H", "C", "C", "C", "O", "C", "C", "C", "O", "O", "O", "H", "H", "C", "C", "O", "C", "O", "O", "F", "H", "H", "H", "C", "C", "O", "C", "O", "O", "F", "H", "H", "H", "N", "C", "C", "C", "C", "H", "H", "H", "H", "H"], "xyz": [[-0.2860, -0.3673, 0.4520], [-3.8011, -2.4339, 0.3502], [-3.5919, -1.2930, -0.4641], [-4.8690, -0.8687, -1.3355], [-4.7061, 0.1662, -1.9971], [-6.0839, -1.6361, -1.3205], [-6.2090, -2.7333, -0.5791], [-5.0248, -3.1565, 0.3676], [-5.2715, -4.0131, 1.3162], [-7.4508, -3.1453, -0.5512], [-2.5621, -0.6310, -0.5265], [-3.0670, -2.7249, 1.0870], [-6.8519, -1.1570, -1.9096], [-0.6814, 3.5711, 2.3636], [-0.9692, 4.9137, 1.9476], [-1.1733, 5.1745, 0.3470], [-1.3147, 6.3348, -0.0574], [-1.1206, 3.9465, -0.5067], [-0.9318, 2.7271, 0.0225], [-0.6034, 2.5000, 1.4990], [-0.3387, 1.3662, 2.0809], [-1.0189, 1.7746, -0.8174], [-1.0538, 5.8400, 2.7300], [-0.5099, 3.3430, 3.4052], [-1.4025, 4.0790, -1.5408], [2.4277, -1.3855, -4.4743], [1.5578, -0.2056, -4.7462], [0.7387, -0.0916, -3.5774], [0.7664, -1.1397, -2.8042], [0.1046, -1.3473, -1.8013], [1.8765, -1.9275, -3.2903], [0.7379, -0.6841, -5.7000], [3.4791, -1.1254, -4.3517], [2.3857, -2.1061, -5.2910], [1.9116, 0.8098, -4.9249], [4.9046, 0.9445, 2.0542], [4.3203, 2.2757, 1.8211], [3.1171, 1.9992, 1.3712], [3.0903, 0.7645, 0.8396], [2.2342, 0.2810, 0.0586], [4.1206, 0.1196, 1.1650], [5.0426, 2.8836, 0.8827], [4.8929, 0.6147, 3.0931], [5.9325, 0.8522, 1.7035], [4.4071, 2.8409, 2.7491], [2.4136, -2.4042, 1.9351], [1.5002, -1.7695, 2.6593], [0.2079, -2.1600, 2.2173], [0.4160, -3.1343, 1.3164], [1.7824, -3.3186, 1.1730], [3.4118, -2.3190, 2.0629], [1.8610, -1.0919, 3.4189], [-0.7749, -1.8876, 2.5729], [-0.3100, -3.8234, 0.9108], [2.3372, -4.0415, 0.5933]], "total_charge": -2, "spin_multiplicity": 2, "lumo_ev": [2.910, 2.189], "orbital_gap_ev": [3.11, 2.27]}

***

Repeat the first record exactly.
{"formula": "C22H15Cl3MnN6O3", "method": "ωB97M-V/def2-TZVPD", "elements": ["Mn", "C", "C", "C", "C", "C", "C", "N", "C", "C", "C", "C", "C", "N", "C", "C", "C", "C", "C", "C", "N", "H", "H", "H", "H", "H", "H", "H", "H", "H", "H", "H", "H", "H", "H", "H", "O", "N", "C", "C", "N", "C", "N", "Cl", "C", "Cl", "Cl", "C", "O", "O"], "xyz": [[-0.2294, 0.4041, -0.3854], [-1.9235, -0.0739, -3.1465], [-1.1648, -1.2830, -2.7140], [-1.2829, -2.4790, -3.4257], [-0.5939, -3.6038, -3.0127], [0.2003, -3.5160, -1.8797], [0.2701, -2.3126, -1.1908], [-0.3973, -1.2072, -1.6168], [0.9994, -2.1471, 0.0676], [1.6936, -3.1374, 0.7557], [2.2600, -2.8244, 1.9822], [2.1395, -1.5442, 2.4992], [1.4253, -0.5969, 1.7707], [0.8948, -0.9134, 0.5806], [1.0947, 0.7696, 2.1811], [1.4076, 1.3018, 3.4243], [0.9858, 2.5866, 3.7368], [0.2740, 3.3000, 2.7920], [-0.0311, 2.7189, 1.5582], [-0.8653, 3.4637, 0.5745], [0.3810, 1.4764, 1.2607], [-2.4240, -0.2650, -4.0916], [-1.2674, 0.7928, -3.2543], [-2.6735, 0.1833, -2.3930], [-1.9230, -2.5151, -4.2933], [-0.6792, -4.5347, -3.5531], [0.7512, -4.3701, -1.5258], [1.7647, -4.1396, 0.3692], [2.7697, -3.5884, 2.5475], [2.5659, -1.3085, 3.4598], [1.9636, 0.7174, 4.1369], [1.2005, 3.0162, 4.7034], [-0.0703, 4.3016, 3.0004], [-0.9069, 4.5156, 0.8394], [-1.8805, 3.0568, 0.5784], [-0.4854, 3.3647, -0.4426], [0.3280, 1.7215, -1.6824], [1.3429, 2.4096, -2.0587], [2.5264, 1.8763, -2.2032], [2.7320, 0.5130, -1.8889], [2.7113, -0.5845, -1.5429], [3.6284, 2.6656, -2.6052], [4.5476, 3.2761, -2.9104], [-3.7118, -0.5394, 3.2729], [-3.9588, -0.2288, 1.5520], [-4.9808, 1.1819, 1.3119], [-4.7022, -1.6609, 0.8013], [-2.5883, -0.1025, 0.8687], [-2.4144, 0.7510, -0.0312], [-1.7038, -0.8880, 1.2231]], "total_charge": 1, "spin_multiplicity": 5, "lumo_ev": [-5.372, -4.581], "orbital_gap_ev": [7.13, 7.96]}